Record 1
C2H3O3S | the ωB97M-V functional and the def2-TZVPD basis

CARTESIAN COORDINATES (ANGSTROEM)
C (-0.85258, -0.30509, 0.07583)
C (-0.31716, 1.05795, 0.14166)
O (-0.66991, 2.08697, -0.44222)
O (1.96201, -0.90349, 0.91784)
O (-0.12158, -0.48395, -1.08247)
S (1.65591, -0.89028, -0.63997)
H (-0.51763, -1.03571, 0.80657)
H (-1.94000, -0.46721, -0.26660)
H (0.80093, 0.94081, 0.48936)

Values from the calculation:
Frontier orbital gap, eV: 6.4379
Spin multiplicity: 1
HOMO energy, eV: -2.37
SMILES: O=CCOS[O-]
Net charge: -1
Relative energy (zero: lowest compared OMol25 entry of this formula, charge and spin), eV: 3.754

Listed below, in e, are the Löwdin charges computed for each atom: number 1, C, carries -0.335; number 2, C, carries -0.338; number 3, O, carries -0.039; number 4, O, carries -0.791; number 5, O, carries -0.491; number 6, S, carries 0.680; number 7, H, carries 0.085; number 8, H, carries 0.137; number 9, H, carries 0.093



Record 2
C2H3O3S | the ωB97M-V functional and the def2-TZVPD basis

CARTESIAN COORDINATES (ANGSTROEM)
C (0.06504, 1.34672, 0.76002)
C (0.46982, 0.14174, 0.48588)
O (-1.56364, -1.51152, 0.09339)
O (0.68224, -2.06645, -0.74923)
O (-0.57405, -0.29132, -2.03668)
S (-0.35547, -1.05295, -0.61230)
H (0.64525, 2.05579, 1.43728)
H (-0.83697, 1.62464, 0.20608)
H (1.46779, -0.24664, 0.41556)

Values from the calculation:
Frontier orbital gap, eV: 8.7073
Spin multiplicity: 1
HOMO energy, eV: -4.68
SMILES: C=CS(=O)(=O)[O-]
Net charge: -1
Relative energy (zero: lowest compared OMol25 entry of this formula, charge and spin), eV: 2.059

Listed below, in e, are the Löwdin charges computed for each atom: number 1, C, carries -0.065; number 2, C, carries -0.266; number 3, O, carries -0.411; number 4, O, carries -0.422; number 5, O, carries -0.501; number 6, S, carries 0.471; number 7, H, carries 0.069; number 8, H, carries 0.064; number 9, H, carries 0.061



Record 3
C2H3O3S | the ωB97M-V functional and the def2-TZVPD basis

CARTESIAN COORDINATES (ANGSTROEM)
C (-1.58086, 0.44334, 1.26587)
C (-0.25189, -0.45326, -0.45371)
O (1.96407, 1.31482, 0.13652)
O (2.21934, -1.02343, -0.66502)
O (-1.30373, 0.41725, -0.09175)
S (1.50258, -0.09620, 0.28826)
H (-2.17695, 1.34201, 1.34805)
H (-0.32519, -1.61827, -0.32292)
H (-0.04736, -0.32625, -1.50529)

Values from the calculation:
Frontier orbital gap, eV: 6.8754
Spin multiplicity: 1
HOMO energy, eV: -3.17
Net charge: -1
Relative energy (zero: lowest compared OMol25 entry of this formula, charge and spin), eV: 4.894

Listed below, in e, are the Löwdin charges computed for each atom: number 1, C, carries 0.073; number 2, C, carries -0.394; number 3, O, carries -0.574; number 4, O, carries -0.603; number 5, O, carries -0.250; number 6, S, carries 0.605; number 7, H, carries -0.030; number 8, H, carries 0.114; number 9, H, carries 0.059



Record 4
C2H3O3S2 | the ωB97M-V functional and the def2-TZVPD basis

CARTESIAN COORDINATES (ANGSTROEM)
C (0.20374, 0.15792, 0.18424)
C (-0.99670, 0.94209, 0.32981)
O (-3.35655, -0.55660, 0.03235)
O (-3.10763, 1.47924, -1.40283)
O (-1.72393, -0.52230, -1.87684)
S (-0.44392, -0.07046, 1.79270)
S (-2.51175, 0.22951, -0.86423)
H (0.00830, -0.62510, -0.65316)
H (1.11275, 0.75027, -0.04692)
H (-0.74733, 1.90962, 0.64947)

Values from the calculation:
Frontier orbital gap, eV: 8.2944
Spin multiplicity: 1
HOMO energy, eV: -4.94
SMILES: O=S(=O)([O-])[C@@H]1CS1
Net charge: -1
Relative energy (zero: lowest compared OMol25 entry of this formula, charge and spin), eV: 1.946

Listed below, in e, are the Löwdin charges computed for each atom: number 1, C, carries -0.645; number 2, C, carries -0.537; number 3, O, carries -0.393; number 4, O, carries -0.418; number 5, O, carries -0.414; number 6, S, carries 0.734; number 7, S, carries 0.476; number 8, H, carries 0.088; number 9, H, carries 0.074; number 10, H, carries 0.035



Record 5
C2H3O3S2 | the ωB97M-V functional and the def2-TZVPD basis

CARTESIAN COORDINATES (ANGSTROEM)
C (-1.49003, 1.06735, -0.47361)
C (-0.74047, -0.15425, 0.07494)
O (-1.06017, 2.12368, 0.15668)
O (-2.38740, 1.05795, -1.32165)
O (-0.02255, 0.12249, 1.08864)
S (2.54649, -1.48678, 0.60830)
S (1.37827, -2.63426, -0.54924)
H (-0.91405, -1.18149, -0.19508)
H (-0.40447, 1.60383, 0.83326)
H (3.09439, -0.51852, -0.22224)

Values from the calculation:
Frontier orbital gap (spin up / spin down), eV: 5.2612 / 5.2562
Spin multiplicity: 1
HOMO energy (spin up / spin down), eV: -2.66 / -2.66
Net charge: -1
Relative energy (zero: lowest compared OMol25 entry of this formula, charge and spin), eV: 1.593

Listed below, in e, are the Löwdin charges computed for each atom: number 1, C, carries -0.524; number 2, C, carries -0.106; number 3, O, carries 0.076; number 4, O, carries 0.058; number 5, O, carries -0.060; number 6, S, carries -0.076; number 7, S, carries -0.316; number 8, H, carries 0.049; number 9, H, carries 0.126; number 10, H, carries -0.227



Record 6
C2H3O4P | the ωB97M-V functional and the def2-TZVPD basis

CARTESIAN COORDINATES (ANGSTROEM)
C (1.16073, -0.98932, -0.15340)
C (1.01020, 0.32300, -0.04664)
O (0.03865, -1.54702, -0.75034)
O (-1.93904, 2.18506, 1.30703)
O (2.07746, -1.83818, 0.07153)
O (-2.07707, 0.33925, -0.36618)
P (-1.56519, 0.77232, 1.02078)
H (0.27367, 0.73732, -0.64859)
H (1.83291, 1.00778, 0.25447)
H (-0.81232, -0.99021, -0.68867)

Values from the calculation:
Frontier orbital gap, eV: 6.0788
Spin multiplicity: 1
HOMO energy, eV: 1.16
Net charge: -2
Relative energy (zero: lowest compared OMol25 entry of this formula, charge and spin), eV: 0.713

Listed below, in e, are the Löwdin charges computed for each atom: number 1, C, carries -0.773; number 2, C, carries -0.167; number 3, O, carries -0.098; number 4, O, carries -0.624; number 5, O, carries -0.161; number 6, O, carries -0.615; number 7, P, carries 0.417; number 8, H, carries -0.035; number 9, H, carries 0.026; number 10, H, carries 0.030



Record 7
C2H3O4S | the ωB97M-V functional and the def2-TZVPD basis

CARTESIAN COORDINATES (ANGSTROEM)
C (-0.70303, -0.13199, 1.35628)
C (-0.78773, 0.00931, -0.08621)
O (1.31923, -1.08117, -1.83681)
O (0.86672, 1.33199, -2.01208)
O (2.05391, 0.44959, -0.05074)
O (-0.96893, -1.23789, 0.53351)
S (1.13363, 0.18406, -1.14946)
H (0.27881, -0.11155, 1.81490)
H (-1.53007, 0.16144, 2.00121)
H (-1.66254, 0.42622, -0.57060)

Values from the calculation:
Frontier orbital gap, eV: 8.7802
Spin multiplicity: 1
HOMO energy, eV: -4.73
SMILES: O=S(=O)([O-])[C@@H]1CO1
Net charge: -1
Relative energy (zero: lowest compared OMol25 entry of this formula, charge and spin), eV: 2.028

Listed below, in e, are the Löwdin charges computed for each atom: number 1, C, carries -0.209; number 2, C, carries -0.240; number 3, O, carries -0.386; number 4, O, carries -0.416; number 5, O, carries -0.399; number 6, O, carries -0.090; number 7, S, carries 0.461; number 8, H, carries 0.094; number 9, H, carries 0.093; number 10, H, carries 0.093



Record 8
C2H3O4S2 | the ωB97M-V functional and the def2-TZVPD basis

CARTESIAN COORDINATES (ANGSTROEM)
C (-1.87007, 0.84572, -1.46722)
C (0.37673, -0.26881, -0.53532)
O (-1.29617, 1.61353, -2.12100)
O (-2.50443, 0.18595, -0.78066)
O (0.12774, -1.51349, -0.90575)
O (1.51256, 0.26277, -1.25107)
S (1.45068, -0.38159, 2.93189)
S (0.11636, 0.24102, 1.00566)
H (-0.37357, -1.97703, -0.13846)
H (1.82830, 0.71036, -0.45996)
H (0.63187, 0.28158, 3.72190)

Values from the calculation:
Frontier orbital gap, eV: 5.8582
Spin multiplicity: 1
HOMO energy, eV: -2.58
Net charge: -1
Relative energy (zero: lowest compared OMol25 entry of this formula, charge and spin), eV: 1.848

Listed below, in e, are the Löwdin charges computed for each atom: number 1, C, carries -0.502; number 2, C, carries -0.983; number 3, O, carries 0.183; number 4, O, carries 0.172; number 5, O, carries -0.056; number 6, O, carries -0.077; number 7, S, carries -0.053; number 8, S, carries 0.506; number 9, H, carries 0.145; number 10, H, carries 0.034; number 11, H, carries -0.368



Question: Which value of net charge does entry 3 give?
Answer: -1



Question: Look up the spin multiplicity of the sixth one.
Answer: 1



Question: Which of these has the lowest relative energy (zero: lowest compared OMol25 entry of this formula, charge and spin)?
Answer: C2H3O4P



Question: What is the spin multiplicity in the third record?
Answer: 1